# C38H57As2CsN6S3Si2

A molecular structure, C38H57As2CsN6S3Si2 (ωB97M-V with the def2-TZVPD basis set, the Open Molecules 2025 dataset).

```
109
Properties=species:S:1:pos:R:3:mulliken_charge:R:1
Cs -1.2870 -1.1717 -0.1211 1.143
C -4.3290 -1.9553 -4.3061 -1.869
C -3.5292 -1.1036 -3.3670 0.612
N -2.2834 -1.5846 -2.8812 0.082
N -1.8953 -2.7441 -3.4143 -0.322
C -0.7963 -3.4178 -3.1595 -0.336
N -0.7505 -4.6730 -3.8674 -0.734
S 0.4675 -2.9701 -2.0818 -0.497
C -3.9917 0.1054 -2.9015 0.324
C -5.1796 0.7653 -3.4390 -1.205
C -5.5614 1.9923 -2.9955 -0.372
C -4.8232 2.6566 -1.9848 -1.097
C -3.7228 1.9641 -1.4953 -0.021
N -3.2869 0.7776 -1.8820 0.392
H -4.4075 -2.9949 -3.9473 0.370
H -3.9292 -2.0207 -5.3348 0.275
H -5.3530 -1.6004 -4.3874 0.399
H -2.4788 -3.2301 -4.0907 0.400
H -1.1962 -5.3953 -3.3060 0.214
H 0.2246 -4.9397 -3.9156 0.291
H -5.7386 0.3075 -4.2453 0.137
H -6.4352 2.4650 -3.4375 0.332
H -5.0922 3.6317 -1.6011 0.397
H -3.1277 2.4264 -0.7061 0.204
S -0.9961 -2.0267 3.2230 -0.153
C -0.2435 -3.5737 3.5047 -0.014
C -0.8672 -4.5761 4.2706 -0.650
C -0.2632 -5.7993 4.4978 -0.462
C 0.9931 -6.0811 3.9699 -0.762
C 1.6321 -5.1096 3.2103 -0.285
C 1.0354 -3.8741 2.9837 0.045
As 1.7898 -2.5092 1.8154 0.853
C 2.5462 -1.2675 3.1367 -0.181
C 2.1674 -1.2508 4.4747 -0.042
C 2.6817 -0.2884 5.3361 -0.612
C 3.5825 0.6615 4.8724 -0.460
C 3.9700 0.6462 3.5387 -0.605
C 3.4476 -0.3105 2.6783 -0.223
C 3.4975 -3.3963 1.3626 -0.581
C 3.5966 -3.9259 0.0773 -0.502
C 4.7550 -4.5785 -0.3310 -0.617
C 5.8281 -4.7026 0.5394 -0.396
C 5.7405 -4.1710 1.8207 -0.604
C 4.5815 -3.5240 2.2280 0.220
H -1.8475 -4.3638 4.6804 0.379
H -0.7808 -6.5462 5.0914 0.312
H 1.4648 -7.0416 4.1408 0.365
H 2.6076 -5.3191 2.7887 0.311
H 1.4476 -1.9749 4.8349 0.367
H 2.3658 -0.2764 6.3730 0.347
H 3.9733 1.4165 5.5450 0.331
H 4.6662 1.3870 3.1627 0.398
H 3.7395 -0.3025 1.6329 0.429
H 2.7641 -3.8264 -0.6136 0.242
H 4.8156 -4.9809 -1.3353 0.410
H 6.7340 -5.2051 0.2198 0.341
H 6.5769 -4.2596 2.5047 0.372
H 4.5209 -3.1103 3.2285 0.433
C -1.6431 1.3250 4.6136 -0.658
Si -1.1015 2.8855 3.7441 0.203
C 0.5566 3.4118 4.4630 -0.723
C -2.3752 4.2291 4.0774 -1.134
As -0.9784 2.3844 1.4524 0.362
Si 0.0315 4.3787 0.6542 0.370
C -0.5243 4.7072 -1.0874 -0.393
C 1.8977 4.2100 0.6902 -1.017
C -0.4532 5.8839 1.6788 -1.157
H -1.5582 1.4513 5.6990 0.369
H -1.0452 0.4543 4.3296 -0.142
H -2.6837 1.0900 4.3757 0.200
H 0.4223 3.7102 5.5088 0.473
H 0.9944 4.2539 3.9216 0.229
H 1.2732 2.5868 4.4409 -0.060
H -2.6414 4.2088 5.1398 0.359
H -3.2881 4.0640 3.5002 0.312
H -1.9984 5.2246 3.8396 0.322
H -0.3221 3.8371 -1.7074 -0.428
H 0.0350 5.5490 -1.5112 0.392
H -1.5931 4.9329 -1.1389 0.300
H 2.2264 3.4465 -0.0189 0.250
H 2.2739 3.9398 1.6797 0.251
H 2.3497 5.1638 0.3966 0.396
H -1.5381 6.0011 1.7290 0.270
H -0.0424 6.7759 1.1930 0.378
H -0.0676 5.8435 2.6994 0.287
C -1.0348 3.4578 -4.8680 -1.512
C -1.5472 2.2797 -4.0583 -0.042
N -0.8213 1.0482 -4.3428 0.091
C 0.3749 0.7274 -3.8126 -0.015
S 1.2392 1.6907 -2.7273 -0.332
N 0.9083 -0.4431 -4.2528 0.041
C 0.2666 -1.2923 -5.2471 0.337
C 0.3900 -0.7349 -6.6596 -1.417
H -1.6348 4.3436 -4.6439 0.394
H -1.1065 3.2545 -5.9397 0.407
H 0.0058 3.6745 -4.6219 0.311
H -2.5923 2.0744 -4.2860 0.236
H -1.5039 2.4762 -2.9936 0.074
H -1.4326 0.2494 -4.4885 0.146
H 1.3811 -0.9418 -3.5119 0.172
H -0.7738 -1.5048 -4.9964 -0.405
H 0.7795 -2.2529 -5.1860 0.464
H -0.1169 0.2250 -6.7555 0.237
H -0.0562 -1.4305 -7.3749 0.438
H 1.4405 -0.5911 -6.9214 0.321
C 0.6744 1.2925 1.6523 -0.637
H 1.1066 1.0770 0.6725 0.619
H 0.4059 0.3517 2.1381 -0.081
H 1.4200 1.7896 2.2680 0.021
```

Calculated total energy in Eh: -8076.0710
Frontier orbital gap in eV: 3.205
Charge: -2
2S+1: 1